A gas-phase ion, C8H14NO (charge +1) in a non-equilibrium geometry, computed with ωB97M-V/def2-TZVPD.

Geometry as ORCA input:
```
! RIJCOSX wB97M-V def2-TZVPD def2/J DEFGRID3
* xyz 1 1
C -0.60 -1.71 0.60
C 1.55 1.33 -0.04
C -0.20 -0.46 0.32
C 2.22 -1.01 -0.76
C 2.37 -0.95 0.69
C 1.33 -0.04 0.02
C -1.64 0.68 -1.36
C -2.31 0.64 0.94
N -1.14 0.63 0.07
O 0.77 2.27 -0.04
H -1.63 -1.80 0.81
H 0.11 -2.49 0.75
H 2.63 1.39 -0.10
H 3.00 -0.50 -1.20
H 1.71 -1.79 -1.30
H 2.16 -1.67 1.50
H 3.15 -0.22 0.88
H -0.80 0.44 -2.05
H -2.48 0.01 -1.52
H -1.87 1.72 -1.56
H -2.86 -0.26 0.62
H -1.97 0.61 2.00
H -2.82 1.58 0.67
H -0.68 1.61 0.08
*
```

## Properties
- HOMO-LUMO gap (eV) = 10.88
- SMILES string = C=C([NH+](C)C)C1(C=O)CC1
- LUMO level (eV) = -3.1
- relative energy (zero: lowest compared OMol25 entry of this formula, charge and spin) (kcal/mol) = 70.7
- HOMO energy (hartree) = -0.5133

***

2 unconnected molecules or ions with the total composition C4H13NOS2 in a non-equilibrium geometry, computed with ωB97M-V/def2-TZVPD.

Geometry as ORCA input:
```
! RIJCOSX wB97M-V def2-TZVPD def2/J DEFGRID3
* xyz 0 1
S -1.98 -2.01 0.26
S -0.57 -1.11 1.47
C -0.16 0.47 0.68
C 1.34 0.80 0.46
C 2.14 -0.44 0.13
N 1.42 1.72 -0.68
C 0.80 3.04 -0.44
H -1.19 -2.64 -0.63
H -0.64 1.26 1.24
H -0.63 0.44 -0.31
H 1.69 1.20 1.43
H 3.18 -0.23 -0.16
H 1.72 -1.04 -0.67
H 2.21 -0.99 1.07
H 2.41 1.84 -0.80
H 1.27 3.76 -1.10
H 1.03 3.35 0.58
H -0.28 3.02 -0.59
H 0.48 0.81 -2.54
H -0.96 1.22 -2.88
O -0.40 0.47 -2.74
*
```

## Properties
- HOMO-LUMO gap (eV) = 9.50
- SMILES string = CN[C@H](C)CSS.O
- LUMO level (eV) = 0.6
- relative energy (zero: lowest compared OMol25 entry of this formula, charge and spin) (kcal/mol) = 15.3
- HOMO energy (hartree) = -0.3259

***

A molecular structure, C33H44FeN4P2 in a non-equilibrium geometry, computed with ωB97M-V/def2-TZVPD.

Geometry as ORCA input:
```
! RIJCOSX wB97M-V def2-TZVPD def2/J DEFGRID3
* xyz 0 5
Fe -2.80 0.52 3.25
C -1.06 0.05 4.37
C -0.75 0.92 3.31
C -0.12 0.50 2.00
C -1.12 0.24 0.84
C -2.47 -0.21 1.31
C -2.65 -1.27 2.24
C -1.54 -2.04 2.90
C -1.00 -1.45 4.25
C -5.44 1.47 2.43
H -1.07 0.45 5.39
H -0.71 2.00 3.52
H 0.53 -0.38 2.12
H 0.54 1.32 1.68
H -1.24 1.16 0.25
H -0.67 -0.50 0.15
H -3.31 0.05 0.65
H -3.63 -1.76 2.27
H -0.69 -2.24 2.23
H -1.96 -3.03 3.15
H -1.58 -1.90 5.07
H 0.03 -1.82 4.40
H -6.45 1.80 2.71
H -5.49 0.54 1.85
H -4.99 2.24 1.78
P 1.64 -0.74 -4.27
P 3.55 0.80 -2.44
N 0.96 -2.36 -4.31
N 1.29 -0.51 -6.01
N 4.18 -0.25 -1.16
N 4.77 2.02 -2.15
C 3.44 -1.21 -4.40
C 4.34 -0.06 -3.89
C 0.12 -2.86 -3.31
C -0.07 -4.22 -3.55
C 0.68 -4.56 -4.72
C 1.31 -3.41 -5.16
C 0.43 0.51 -6.43
C 0.56 0.66 -7.81
C 1.53 -0.31 -8.25
C 1.93 -1.02 -7.13
C 3.40 -0.59 -0.04
C 4.03 -1.61 0.65
C 5.23 -1.93 -0.06
C 5.31 -1.07 -1.15
C 6.15 1.87 -1.92
C 6.75 3.12 -2.02
C 5.72 4.07 -2.34
C 4.53 3.38 -2.43
H 3.72 -1.46 -5.44
H 3.58 -2.11 -3.79
H 5.35 -0.45 -3.67
H 4.44 0.72 -4.66
H -0.25 -2.20 -2.54
H -0.67 -4.89 -2.95
H 0.76 -5.53 -5.19
H 1.97 -3.27 -6.00
H -0.19 1.03 -5.72
H 0.06 1.38 -8.43
H 1.90 -0.46 -9.25
H 2.63 -1.85 -7.06
H 2.47 -0.05 0.15
H 3.67 -2.10 1.54
H 5.95 -2.70 0.17
H 6.08 -0.98 -1.90
H 6.58 0.91 -1.70
H 7.81 3.31 -1.88
H 5.87 5.13 -2.50
H 3.52 3.70 -2.64
C -7.13 1.56 5.62
C -5.67 1.64 6.09
C -5.36 3.03 6.64
C -5.43 0.66 7.23
C -4.73 1.33 4.95
C -4.61 1.26 3.67
H -7.83 1.82 6.42
H -7.36 0.54 5.29
H -7.30 2.24 4.78
H -6.05 3.29 7.46
H -4.34 3.04 7.03
H -5.45 3.80 5.86
H -5.59 -0.38 6.92
H -4.40 0.76 7.60
H -6.12 0.88 8.06
*
```

## Properties
- HOMO-LUMO gap (alpha / beta) (eV) = 5.64 / 7.80
- LUMO level (alpha / beta) (eV) = 0.2 / 0.3
- relative energy (zero: lowest compared OMol25 entry of this formula, charge and spin) (kcal/mol) = 0.0
- HOMO energy (alpha / beta) (hartree) = -0.1985 / -0.2768

***

A single C3H7FN2S molecule in a non-equilibrium geometry, computed with ωB97M-V/def2-TZVPD.

Geometry as ORCA input:
```
! RIJCOSX wB97M-V def2-TZVPD def2/J DEFGRID3
* xyz 0 1
C 1.16 1.13 -0.60
C -0.49 -0.44 0.14
C 0.24 -0.54 1.49
H 2.06 0.30 -0.69
H 1.01 1.78 -1.74
H 1.23 1.73 0.39
H -1.63 -0.60 -2.66
H -1.85 -1.65 0.97
H 0.00 0.47 1.99
H -0.37 -1.25 2.30
N -0.16 0.42 -0.80
N -1.54 -1.19 0.05
F 1.55 -0.84 1.27
S -1.21 0.69 -2.13
*
```

## Properties
- HOMO-LUMO gap (eV) = 9.33
- SMILES string = [H]/N=C(\CF)N(C)S
- LUMO level (eV) = 0.7
- relative energy (zero: lowest compared OMol25 entry of this formula, charge and spin) (kcal/mol) = 77.4
- HOMO energy (hartree) = -0.3172

***

A molecular structure, C2H4O3Pm in a non-equilibrium geometry, computed with ωB97M-V/def2-TZVPD.

Geometry as ORCA input:
```
! RIJCOSX wB97M-V def2-TZVPD def2/J DEFGRID3
* xyz 2 6
O 0.43 -1.45 1.13
C 0.07 -0.98 0.09
Pm -1.58 0.16 -2.44
O 0.02 0.30 -0.27
O -0.71 -1.59 -0.81
H -0.96 -2.50 -0.53
C 0.59 1.33 0.57
H -0.23 1.88 1.04
H 1.22 0.86 1.33
H 1.16 1.99 -0.09
*
```

## Properties
- HOMO-LUMO gap (alpha / beta) (eV) = 8.02 / 9.88
- LUMO level (alpha / beta) (eV) = -9.9 / -9.7
- HOMO energy (alpha / beta) (hartree) = -0.6575 / -0.7206

***

A single C18H15N3O2 molecule in a non-equilibrium geometry, computed with ωB97M-V/def2-TZVPD.

Geometry as ORCA input:
```
! RIJCOSX wB97M-V def2-TZVPD def2/J DEFGRID3
* xyz 0 1
O -0.25 0.08 6.89
N 0.63 1.84 0.87
N 0.25 -0.99 1.11
O -1.11 -1.66 5.90
C -0.47 -0.55 5.90
C 0.32 -0.34 -0.06
C 0.44 1.03 -0.18
C 0.54 -0.08 -3.70
C 0.31 -1.33 -4.13
C 0.16 -2.14 -1.91
C 0.48 1.37 4.56
C 0.03 0.03 4.62
C 0.26 -0.85 -1.40
C 0.49 0.22 -2.32
C 0.23 -2.44 -3.32
C 0.77 1.96 3.31
C 0.00 -0.71 3.46
C 0.62 1.27 2.11
C 0.33 -0.20 2.22
N 0.60 1.39 -1.57
C 0.07 -3.81 -3.91
C -1.37 2.84 -1.97
C 0.09 2.73 -2.10
H -1.47 -1.77 6.79
H 0.79 0.65 -4.34
H 0.30 -1.47 -5.21
H -0.02 -2.85 -1.10
H 0.46 1.99 5.51
H 0.89 3.06 3.30
H -0.19 -1.79 3.49
H 0.98 -4.34 -3.60
H -0.75 -4.44 -3.57
H 0.01 -3.76 -5.08
H -1.81 1.97 -2.53
H -1.66 2.84 -0.91
H -1.72 3.79 -2.48
H 0.36 2.93 -3.20
H 0.41 3.53 -1.45
*
```

## Properties
- HOMO-LUMO gap (eV) = 7.22
- SMILES string = CCn1c2ccc(C)cc2c2nc3cc(C(=O)O)ccc3nc21
- LUMO level (eV) = -0.8
- relative energy (zero: lowest compared OMol25 entry of this formula, charge and spin) (kcal/mol) = 2.2
- HOMO energy (hartree) = -0.2958

***

Taking the records one at a time from the top gives E_tot values of -442.87427 -1086.55688 -3449.06104 -725.93967 -912.02772 -1009.66971 Ha.
Taking the records one at a time from the top gives M values of 140.206 155.288 614.536 122.168 221.051 305.337 g mol⁻¹.